Entry 1:
Below is C21H19BrF3NO3Pb as an isolated structure, with properties calculated with wB97M-V/def2-TZVPD.

```
49
C21H19BrF3NO3Pb | the OMol25 dataset | wB97M-V/def2-TZVPD
H -4.495 1.239 0.814
H 0.176 -2.451 3.573
H 1.064 -2.952 -4.801
H -4.746 1.796 -0.835
C 1.469 -1.164 2.438
C -3.466 3.944 0.488
C 0.803 -3.374 1.737
C -0.631 7.789 0.678
H 1.449 -0.363 3.166
H 0.072 1.228 -4.995
F 0.226 1.955 1.294
H -0.371 1.156 -2.560
F 1.740 3.276 0.518
C 0.777 2.445 0.167
C 2.245 -1.031 1.282
O -1.772 0.883 -0.481
H 0.263 -4.293 1.924
C 2.304 -2.077 0.356
Br 0.947 -0.864 -6.912
F 1.348 1.388 -0.469
O -0.117 2.969 -0.678
H -0.326 7.746 -0.368
C 0.605 -0.860 -5.084
Pb -0.393 -0.952 -0.041
H 0.597 -2.866 -2.379
H -4.068 5.901 1.117
N 0.096 -0.852 -2.366
C -3.266 5.267 0.764
C 1.577 -3.247 0.584
C -1.997 5.841 0.580
C 0.197 0.307 -4.446
C 0.490 -1.975 -2.989
C -2.423 3.103 0.037
C -2.685 1.705 -0.223
H 0.129 7.349 1.323
H 1.648 -4.073 -0.113
C -0.938 5.045 0.110
C 0.752 -2.026 -4.339
H 2.830 -0.136 1.120
H -0.805 8.820 0.965
C -0.049 0.270 -3.091
H 0.044 5.451 -0.081
C 0.754 -2.338 2.665
C -1.172 3.719 -0.134
H 2.936 -1.988 -0.519
H -4.110 0.164 -0.544
C -4.095 1.194 -0.201
O -1.889 7.124 0.860
H -4.455 3.535 0.634
```

Summary:
Strongest force on any atom: 0.1 eV Å⁻¹
Multiplicity: 1
Orbital gap: 7.39 eV
E_LUMO: -6.99 eV
Net charge: +2
Energy above the lowest of the compared OMol25 structures with the same formula, charge and spin: 0.0000 eV
HOMO energy: -14.38 eV

---

Entry 2:
Below is C21H19CdN4O3S4 as an isolated structure, with properties calculated with wB97M-V/def2-TZVPD.

```
52
C21H19CdN4O3S4 | the OMol25 dataset | wB97M-V/def2-TZVPD
H -0.824 2.458 2.013
C -0.866 0.635 3.164
O 2.472 -0.509 -1.747
C 2.336 -1.312 -0.738
C -3.453 -1.055 -0.561
H -1.909 2.625 3.418
S -2.511 4.097 -2.890
H -1.113 -2.122 0.370
H -1.721 0.290 5.113
H -0.116 2.634 3.528
H -3.625 -1.506 0.349
O 5.051 -0.574 -1.408
C -1.115 3.055 -3.080
O -3.950 4.796 -4.984
C -2.138 -0.026 2.699
N -3.067 -0.598 2.367
C -3.026 0.097 -2.984
S -0.136 2.839 -1.670
H 0.422 -1.049 2.360
H 6.786 -1.637 -0.205
C 0.270 0.063 2.296
H -2.856 0.601 -3.963
N -1.965 -0.278 -2.299
C -3.070 4.111 -4.533
C 4.781 -1.341 -0.347
Cd 0.545 0.582 -2.492
H 2.340 -2.490 1.686
H 1.203 0.452 2.635
H 6.541 -2.884 2.119
N 1.195 -1.809 -0.258
H -0.554 -0.842 4.749
C -1.033 2.492 -4.295
H 0.164 0.270 1.257
C -0.949 2.145 3.022
C 4.424 -2.671 2.037
H 4.262 -3.214 2.953
C 5.920 -1.772 0.351
S 0.162 1.320 -4.823
N 0.123 -1.196 -0.880
S -2.227 2.942 -5.490
C 3.503 -1.699 0.060
C -0.744 0.241 4.656
H -0.037 0.841 5.271
C 5.743 -2.420 1.569
C -4.534 -0.633 -1.321
C -4.332 -0.128 -2.608
H 4.169 -0.400 -1.914
H -5.077 0.105 -3.309
C -2.211 -0.854 -1.134
H -5.533 -0.840 -0.966
C 3.317 -2.399 1.284
C -1.037 -1.436 -0.430
```

Summary:
Strongest force on any atom: 3.1 eV Å⁻¹
Multiplicity: 1
Orbital gap: 6.40 eV
E_LUMO: 2.22 eV
Net charge: -1
Energy above the lowest of the compared OMol25 structures with the same formula, charge and spin: 0.0000 eV
HOMO energy: -4.18 eV

---

Entry 3:
Below is one molecule with the formula C21H19ClF3N3OS, with properties calculated with wB97M-V/def2-TZVPD.

```
49
C21H19ClF3N3OS | the OMol25 dataset | wB97M-V/def2-TZVPD
H 2.804 -0.185 1.288
N -1.741 -0.299 1.091
H -1.704 0.511 5.600
C 2.916 0.346 -0.774
F 0.133 4.230 0.134
H 2.944 2.032 -3.658
C -1.497 -0.224 -1.020
C -2.250 0.492 4.671
H -0.385 -1.255 -3.044
C 2.383 1.102 -1.813
C -0.562 -1.172 -0.546
H 0.714 -2.728 -4.499
C 1.306 1.247 0.761
H 3.773 -0.287 -0.951
H 0.716 -1.549 2.337
Cl -4.364 1.352 6.105
H 0.894 1.330 1.755
C 2.376 0.412 0.498
H -4.187 0.488 1.344
H 2.913 -1.543 -2.739
C -0.752 -1.192 0.832
C -3.663 0.480 2.286
N -2.194 0.276 -0.033
S 1.981 -0.008 -4.319
C -1.622 0.101 3.502
O 1.287 -2.640 -0.775
C -3.583 0.871 4.642
C -0.101 -2.066 1.835
C -0.346 2.972 -0.002
F -1.014 2.712 1.130
C -2.331 0.076 2.307
H -1.682 0.121 -2.018
C 1.290 1.921 -1.555
C 2.433 -1.674 -3.706
H 3.984 0.666 -3.187
H 0.330 -2.918 1.314
H -0.817 -2.406 2.581
H 1.501 -3.501 -3.093
C 1.193 -2.548 -3.535
C -4.291 0.877 3.449
C 2.965 1.051 -3.186
H 3.129 -2.122 -4.414
C 0.766 1.998 -0.274
F -1.247 3.031 -0.990
H -5.323 1.188 3.435
C 0.410 -1.971 -1.299
H 0.855 2.507 -2.352
H -0.578 -0.160 3.532
N 0.235 -1.941 -2.646
```

Summary:
Strongest force on any atom: 0.9 eV Å⁻¹
Multiplicity: 1
Orbital gap: 9.31 eV
E_LUMO: 0.57 eV
Net charge: 0
HOMO energy: -8.74 eV
SMILES: Cc1c(C(=O)NCCSCc2cccc(C(F)(F)F)c2)cnn1-c1ccc(Cl)cc1